The following is a quantum chemistry calculation of 6 unconnected molecules or ions with the total composition C33H33N5O16S in a non-equilibrium geometry, from the OMol25 dataset.

Electronic energy, hartree: -3152.5027
Frontier orbital gap, eV: 8.818
Highest occupied orbital energy, eV: -9.779
Largest force on an atom, eV Å⁻¹: 1.16

Last column: Löwdin charge in e.
Cartesian coordinates (Å):
C -2.427 -1.862 1.669  -0.058
O -1.795 -1.275 0.526  -0.143
C -0.687 -1.993 0.098  -0.318
O -0.776 -2.369 -1.276  -0.295
S -1.907 -3.490 -1.716  0.950
O -3.196 -2.946 -1.458  -0.354
O -1.800 -4.663 -0.543  -0.271
C -0.503 -5.206 -0.393  -0.290
O -0.275 -5.441 0.965  -0.110
O -0.845 -6.716 1.255  -0.003
H -2.717 -2.878 1.426  0.084
H -3.331 -1.320 1.889  0.091
H -1.739 -1.848 2.503  0.078
H 0.153 -1.323 0.156  0.085
H -0.488 -2.818 0.774  0.113
H 0.275 -4.524 -0.710  0.127
H -0.405 -6.154 -0.905  0.136
H -0.062 -7.242 1.473  0.106
C -3.314 1.341 -6.057  -0.064
C -3.176 0.775 -4.797  -0.068
C -2.501 -0.425 -4.645  0.004
C -1.970 -1.039 -5.766  -0.141
C -2.105 -0.493 -7.029  -0.002
C -2.783 0.706 -7.171  -0.063
N -1.233 -2.299 -5.602  -0.340
O -1.146 -2.744 -4.473  0.027
O -0.747 -2.812 -6.590  0.087
H -3.838 2.281 -6.170  0.109
H -3.594 1.269 -3.930  0.112
H -2.393 -0.869 -3.666  0.110
H -1.688 -0.989 -7.892  0.119
H -2.895 1.147 -8.151  0.108
C 5.338 -3.033 1.942  -0.065
C 4.412 -2.626 0.990  -0.062
C 3.184 -2.125 1.387  -0.001
C 2.903 -2.035 2.739  -0.140
C 3.811 -2.441 3.699  0.002
C 5.036 -2.944 3.293  -0.055
N 1.610 -1.485 3.164  -0.324
O 0.822 -1.159 2.291  0.052
O 1.393 -1.387 4.352  0.096
H 6.298 -3.420 1.628  0.109
H 4.648 -2.698 -0.063  0.110
H 2.463 -1.808 0.647  0.109
H 3.579 -2.370 4.751  0.117
H 5.755 -3.263 4.034  0.113
C 1.060 1.435 -0.750  -0.055
C 2.074 2.357 -0.973  -0.059
C 1.968 3.268 -2.010  -0.002
C 0.839 3.243 -2.808  -0.145
C -0.178 2.329 -2.604  0.007
C -0.063 1.419 -1.567  -0.042
N 0.711 4.219 -3.897  -0.353
O 1.625 5.001 -4.069  0.071
O -0.306 4.195 -4.563  0.072
H 1.143 0.728 0.067  0.093
H 2.947 2.368 -0.335  0.109
H 2.754 3.986 -2.187  0.119
H -1.050 2.320 -3.240  0.106
H -0.851 0.698 -1.393  0.106
C -0.614 -4.267 8.412  -0.068
C 0.110 -4.409 7.237  -0.061
C 1.493 -4.350 7.263  -0.005
C 2.132 -4.152 8.473  -0.148
C 1.426 -4.003 9.652  -0.003
C 0.043 -4.061 9.617  -0.064
N 3.601 -4.108 8.511  -0.352
O 4.200 -4.221 7.457  0.062
O 4.133 -3.965 9.593  0.082
H -1.694 -4.318 8.389  0.108
H -0.402 -4.568 6.299  0.109
H 2.057 -4.460 6.349  0.114
H 1.941 -3.845 10.588  0.119
H -0.522 -3.947 10.531  0.109
C -0.444 8.628 -4.600  -0.060
C -0.765 7.512 -3.840  -0.053
C -1.791 7.579 -2.911  0.005
C -2.483 8.767 -2.761  -0.150
C -2.172 9.889 -3.506  -0.008
C -1.144 9.815 -4.431  -0.067
N -3.586 8.835 -1.791  -0.354
O -3.824 7.839 -1.136  0.075
O -4.196 9.883 -1.702  0.074
H 0.354 8.570 -5.328  0.110
H -0.219 6.593 -3.975  0.068
H -2.044 6.714 -2.318  0.119
H -2.720 10.809 -3.373  0.118
H -0.890 10.684 -5.022  0.107

The following is a quantum chemistry calculation of a single H3NO2Si molecule in a non-equilibrium geometry, from the OMol25 dataset.

Electronic energy, hartree: -496.4019
Frontier orbital gap, eV: 7.182
ΔE to the lowest compared entry with this formula, charge and spin, eV: 0.4981
Highest occupied orbital energy, eV: -9.793
Largest force on an atom, eV Å⁻¹: 2.60

Last column: Löwdin charge in e.
Cartesian coordinates (Å):
N -1.565 -0.394 1.013  0.179
O -0.375 -0.118 0.913  -0.196
O 0.473 -0.409 -1.783  -0.434
Si 0.933 0.209 -0.479  0.391
H -2.081 -0.701 0.136  0.123
H 0.518 1.575 -0.093  -0.022
H 2.097 -0.162 0.294  -0.042